# 1
39
Properties=species:S:1:pos:R:3 method="wB97M-V/def2-TZVPD" e_above_lowest_ev=2.234 max_force_ha_per_bohr=0.024 e_tot_ev=-379733.3584 multiplicity=4
V -0.009 0.981 -0.692
C 3.689 -0.845 0.221
C 2.682 0.109 0.782
C 2.374 1.304 0.112
C 1.421 2.178 0.625
C 0.627 1.791 1.707
C 0.939 0.614 2.376
C 1.996 -0.179 1.955
H 4.486 -0.323 -0.309
H 3.195 -1.515 -0.489
H 4.127 -1.462 1.003
H 2.974 1.603 -0.739
H 1.307 3.170 0.196
H -0.143 2.456 2.076
H 0.363 0.313 3.242
H 2.233 -1.076 2.505
O -2.191 2.775 -3.539
Se -1.795 1.497 -2.691
O -1.784 1.855 -0.982
O -0.164 1.130 -2.725
O -2.770 0.217 -2.866
N -4.452 0.452 -0.929
C -4.842 -0.628 0.041
C -3.598 -1.374 0.505
N -2.711 -0.624 1.371
H -5.256 0.817 -1.436
H -3.751 0.139 -1.667
H -3.991 1.239 -0.466
H -5.549 -1.274 -0.477
H -5.348 -0.143 0.875
H -3.040 -1.697 -0.379
H -3.897 -2.293 1.007
H -2.993 -0.583 2.339
H -2.501 0.300 1.017
Se -1.849 -4.446 1.419
Sb 0.240 -3.747 0.494
Se 1.033 -3.575 2.827
Se 1.577 -4.519 -1.272
Se -0.187 -1.267 -0.641

=====

# 2
72
Properties=species:S:1:pos:R:3 method="wB97M-V/def2-TZVPD" e_above_lowest_ev=0.072 max_force_ha_per_bohr=0.021 total_charge=+1 e_tot_ev=-146548.8167 multiplicity=3
V 0.590 0.926 -0.680
O -2.873 3.044 -0.563
C -1.770 2.551 -0.433
N -1.241 1.504 -1.107
C -1.721 1.233 -2.440
C -0.535 1.381 -3.369
C -0.676 1.481 -4.744
C 0.439 1.715 -5.529
C 1.681 1.844 -4.920
C 1.751 1.706 -3.548
N 0.679 1.471 -2.790
C -0.746 3.194 0.492
C -1.074 4.233 1.336
C -0.061 4.857 2.052
C 1.246 4.428 1.889
C 1.495 3.368 1.034
N 0.523 2.767 0.352
H -2.490 1.960 -2.714
H -2.156 0.237 -2.541
H -1.660 1.396 -5.186
H 0.340 1.809 -6.602
H 2.575 2.046 -5.491
H 2.699 1.774 -3.028
H -2.108 4.543 1.403
H -0.293 5.674 2.723
H 2.065 4.893 2.419
H 2.497 2.980 0.891
O 3.043 -2.101 0.025
C 2.246 -1.269 0.373
O 2.155 -0.077 -0.198
C 1.317 -1.485 1.561
P -0.082 -0.306 1.475
C 0.067 0.645 3.028
C 1.316 1.192 3.340
C 1.484 1.960 4.479
C 0.402 2.210 5.313
C -0.842 1.687 5.002
C -1.012 0.907 3.865
C -1.639 -1.208 1.681
C -2.808 -0.641 1.184
C -4.028 -1.282 1.362
C -4.086 -2.493 2.030
C -2.923 -3.057 2.543
C -1.709 -2.414 2.377
H 1.890 -1.295 2.469
H 1.006 -2.527 1.584
H 2.167 1.011 2.691
H 2.461 2.362 4.719
H 0.531 2.806 6.207
H -1.688 1.875 5.650
H -1.989 0.497 3.641
H -2.784 0.296 0.648
H -4.929 -0.830 0.969
H -5.035 -2.995 2.163
H -2.967 -3.993 3.085
H -0.819 -2.855 2.811
C -0.532 -4.743 -1.021
N 0.612 -4.210 -1.738
C 1.661 -4.950 -2.236
C 2.512 -4.078 -2.820
N 1.970 -2.824 -2.677
C 2.566 -1.593 -3.163
C 0.814 -2.907 -2.010
Se -0.412 -1.575 -1.556
H -0.421 -5.822 -0.959
H -1.452 -4.495 -1.546
H -0.576 -4.316 -0.020
H 1.709 -6.017 -2.122
H 3.461 -4.232 -3.302
H 3.622 -1.773 -3.344
H 2.471 -0.834 -2.388
H 2.076 -1.265 -4.080

=====

# 3
73
Properties=species:S:1:pos:R:3 method="wB97M-V/def2-TZVPD" max_force_ha_per_bohr=0.015 total_charge=+2 e_tot_ev=-138925.6100 multiplicity=2
V -0.240 0.383 -0.297
C 4.007 2.972 -5.018
C 2.943 2.695 -3.987
C 1.630 3.078 -4.162
C 0.673 2.893 -3.152
C -0.702 3.275 -3.269
N -1.484 3.070 -4.283
C -1.222 2.197 -5.454
C -1.186 0.722 -5.044
C -2.558 0.131 -4.673
N -2.430 -0.743 -3.497
C -3.358 -1.484 -2.972
C -3.293 -2.043 -1.665
C -4.387 -2.797 -1.201
C -4.477 -3.217 0.107
C -5.624 -4.058 0.608
C -3.458 -2.808 0.973
C -2.370 -2.035 0.584
C -1.402 -1.622 1.600
N -0.518 -0.702 1.425
C 0.469 -0.399 2.463
C 1.885 -0.910 2.114
C 2.188 -1.102 0.622
N 1.774 0.027 -0.221
C 2.662 0.749 -0.810
C 2.316 1.735 -1.814
C 3.244 1.997 -2.811
C 1.009 2.289 -1.912
O 0.094 2.204 -0.973
C -2.236 -1.697 -0.784
O -1.176 -1.072 -1.251
H 3.601 3.511 -5.872
H 4.451 2.045 -5.383
H 4.811 3.575 -4.594
H 1.351 3.601 -5.070
H -1.181 3.729 -2.405
H -2.421 3.441 -4.199
H -0.285 2.472 -5.924
H -2.013 2.389 -6.175
H -0.498 0.624 -4.199
H -0.742 0.156 -5.862
H -2.979 -0.432 -5.504
H -3.265 0.928 -4.428
H -1.606 -0.645 -2.901
H -4.264 -1.628 -3.558
H -5.179 -3.046 -1.901
H -6.361 -4.229 -0.175
H -6.127 -3.574 1.445
H -5.271 -5.030 0.953
H -3.527 -3.098 2.019
H -1.473 -2.123 2.565
H 0.164 -0.801 3.430
H 0.505 0.689 2.557
H 2.059 -1.875 2.592
H 2.604 -0.214 2.549
H 1.646 -1.973 0.251
H 3.253 -1.310 0.501
H 3.722 0.520 -0.688
H 4.249 1.601 -2.691
C -2.241 3.744 4.119
C -2.637 3.234 2.759
C -3.859 3.549 2.172
C -4.160 3.080 0.903
C -3.202 2.303 0.284
Br -3.498 1.621 -1.455
N -2.045 1.963 0.800
C -1.776 2.433 2.022
H -3.117 4.031 4.697
H -1.599 4.622 4.029
H -1.692 2.991 4.683
H -4.577 4.160 2.705
H -5.099 3.304 0.416
H -0.811 2.157 2.442

=====

# 4
25
Properties=species:S:1:pos:R:3 method="wB97M-V/def2-TZVPD" e_above_lowest_ev=2.329 max_force_ha_per_bohr=0.100 smiles="C[C@H]1Nc2ccccc2C(=[NH2+])N1O" total_charge=+1 e_tot_ev=-16037.3141
C -1.889 -1.585 -1.139
C -1.538 -1.201 0.272
N -0.239 -1.375 0.775
C 0.847 -0.668 0.410
C 2.168 -1.159 0.539
C 3.215 -0.401 0.088
C 3.020 0.984 -0.176
C 1.776 1.572 -0.241
C 0.658 0.660 -0.083
C -0.726 1.113 0.052
N -0.954 2.428 0.027
N -1.727 0.250 0.485
O -3.009 0.859 0.380
H -1.541 -0.839 -1.804
H -3.006 -1.511 -1.178
H -1.694 -2.607 -1.496
H -2.255 -1.583 1.056
H 0.113 -2.387 0.781
H 2.358 -2.144 0.977
H 4.211 -0.858 -0.169
H 3.901 1.597 -0.322
H 1.830 2.636 -0.492
H -0.158 3.051 0.029
H -1.891 2.837 0.253
H -3.471 0.330 0.976